A:
Below is 3 unconnected molecules or ions with the total composition H6O3, with properties calculated with ωB97M-V/def2-TZVPD.

Cartesian coordinates (Å):
O (-0.4786, -2.0538, -0.1185)
H (-0.3082, -2.3519, 0.8172)
H (0.2848, -2.4753, -0.5500)
O (1.0565, 2.1297, 1.2610)
H (0.2779, 2.5795, 1.0756)
H (1.0387, 1.2995, 0.8389)
O (-0.3983, 0.5188, -1.0616)
H (-1.0796, 0.6920, -1.6174)
H (-0.3931, -0.3386, -0.6451)

Output
HOMO (spin up / spin down)   -16.9532 / -16.5063 eV
Lowest unoccupied orbital energy (spin up / spin down)   -0.1445 / -0.4431 Eh
Net charge   +1
⟨S²⟩   0.76
Kohn-Sham gap (spin up / spin down)   13.021 / 4.449 eV
Spin multiplicity   2

=====

B:
Below is 3 unconnected molecules or ions with the total composition H6O3, with properties calculated with ωB97M-V/def2-TZVPD.

Cartesian coordinates (Å):
O (1.2372, 2.1986, -1.5532)
H (0.8898, 3.0896, -1.5127)
H (1.2820, 1.9167, -0.6395)
O (-0.8594, 0.4191, 0.6046)
H (-0.3274, 0.3597, 1.3981)
H (-0.9752, -0.4889, 0.3248)
O (-0.4322, -2.1080, 0.4606)
H (-0.5913, -2.7036, 1.1929)
H (-0.2235, -2.6832, -0.2755)

Output
HOMO (spin up / spin down)   -17.1470 / -15.9529 eV
Lowest unoccupied orbital energy (spin up / spin down)   -0.1424 / -0.4247 Eh
Net charge   +1
⟨S²⟩   0.76
Kohn-Sham gap (spin up / spin down)   13.273 / 4.397 eV
Spin multiplicity   2

=====

Going by the computed energies, the most stable comes first: B, A.

=====

A:
Below is a molecular structure, C18H22F3N5O7S3Y, with properties calculated with ωB97M-V/def2-TZVPD.

Cartesian coordinates (Å):
Y (0.2271, 0.9489, 0.4907)
O (-0.7001, 1.6339, 2.4809)
C (-1.0213, 1.0008, 3.4813)
C (-1.1833, -0.4296, 3.5801)
C (-1.4873, -0.9227, 4.8503)
C (-1.6361, -2.2689, 5.0393)
C (-1.4846, -3.1714, 3.9747)
C (-1.1933, -2.7097, 2.7247)
C (-1.0342, -1.3143, 2.4604)
O (-0.7810, -0.9003, 1.2848)
N (-1.9566, -2.7789, 6.3743)
O (-2.0700, -1.9773, 7.2850)
O (-2.0651, -3.9854, 6.5118)
H (-1.2102, 1.5636, 4.4091)
H (-1.6016, -0.2444, 5.6860)
H (-1.6040, -4.2281, 4.1663)
H (-1.0756, -3.3899, 1.8916)
C (-3.4650, 3.3965, -1.8484)
C (-2.1429, 2.8718, -1.3310)
S (-2.2047, 1.2905, -0.5268)
C (-1.0306, 3.6081, -1.4882)
C (-1.0925, 4.9555, -2.1718)
S (0.5794, 3.1029, -0.9317)
H (-4.2843, 2.7338, -1.5761)
H (-3.4603, 3.4939, -2.9398)
H (-3.6901, 4.3907, -1.4486)
H (-1.5789, 4.8967, -3.1509)
H (-0.0949, 5.3655, -2.3213)
H (-1.6616, 5.6831, -1.5821)
C (0.5210, -2.0443, -1.3292)
N (0.7493, -2.9071, -2.4878)
C (-0.1403, -2.4643, -3.5684)
N (0.0921, -1.0698, -3.9437)
C (-0.1266, -0.2360, -2.7647)
N (0.7752, -0.6174, -1.6360)
C (2.1729, -0.4948, -2.1263)
N (2.4174, -1.3267, -3.3019)
C (2.1317, -2.7169, -2.9393)
C (1.4856, -0.9298, -4.3585)
H (1.1829, -2.3479, -0.5148)
H (-0.5094, -2.1391, -0.9875)
H (-1.1755, -2.5745, -3.2407)
H (0.0219, -3.1011, -4.4413)
H (-1.1549, -0.3186, -2.4205)
H (0.0626, 0.8134, -2.9964)
H (2.8503, -0.7939, -1.3322)
H (2.3523, 0.5553, -2.3609)
H (2.8102, -3.0192, -2.1390)
H (2.3100, -3.3532, -3.8090)
H (1.6631, -1.5522, -5.2390)
H (1.6731, 0.1129, -4.6209)
F (3.2119, 1.8884, 3.8637)
C (3.0842, 2.0039, 2.5392)
F (1.9555, 2.6799, 2.2737)
F (4.1208, 2.6902, 2.0650)
S (2.9427, 0.3696, 1.7526)
O (4.1816, -0.3053, 1.9577)
O (1.7300, -0.1685, 2.3675)
O (2.6118, 0.7514, 0.3638)

Output
HOMO   -3.9433 eV
Lowest unoccupied orbital energy   0.0718 Eh
Net charge   -1
Kohn-Sham gap   5.897 eV

=====

B:
Below is a molecular structure, C18H22F3N5O7S3Y, with properties calculated with ωB97M-V/def2-TZVPD.

Cartesian coordinates (Å):
Y (-0.5780, -0.1087, 0.0803)
O (-2.4056, 0.9702, 1.0841)
C (-2.9220, 2.0657, 0.8967)
C (-2.4692, 3.1093, 0.0168)
C (-3.2579, 4.2619, -0.0381)
C (-2.9038, 5.3022, -0.8585)
C (-1.7408, 5.2355, -1.6466)
C (-0.9537, 4.1251, -1.6028)
C (-1.2769, 3.0064, -0.7713)
O (-0.5137, 1.9894, -0.7542)
N (-3.7398, 6.4907, -0.9136)
O (-4.7540, 6.5161, -0.2367)
O (-3.4129, 7.3853, -1.6754)
H (-3.8415, 2.2970, 1.4584)
H (-4.1574, 4.3373, 0.5588)
H (-1.4909, 6.0747, -2.2797)
H (-0.0531, 4.0525, -2.1981)
C (2.7198, 0.0379, 3.8786)
C (1.7000, -0.3765, 2.8408)
S (1.0509, 0.9675, 1.8838)
C (1.3401, -1.6635, 2.6889)
C (1.9471, -2.7496, 3.5477)
S (0.1327, -2.2378, 1.5305)
H (2.6298, 1.1024, 4.0880)
H (3.7428, -0.1425, 3.5290)
H (2.5904, -0.5053, 4.8175)
H (2.9999, -2.5583, 3.7658)
H (1.8729, -3.7120, 3.0436)
H (1.4181, -2.8400, 4.5028)
C (1.9582, 0.9565, -1.9136)
N (3.1611, 0.8464, -2.7332)
C (4.2134, 0.2170, -1.9289)
N (3.8226, -1.1124, -1.4617)
C (2.6139, -0.9857, -0.6541)
N (1.4928, -0.3701, -1.4279)
C (1.2558, -1.2356, -2.6160)
N (2.4476, -1.3655, -3.4443)
C (2.8668, -0.0280, -3.8684)
C (3.5171, -1.9399, -2.6259)
H (1.1600, 1.4126, -2.4971)
H (2.1538, 1.5813, -1.0417)
H (4.4235, 0.8501, -1.0652)
H (5.1184, 0.1325, -2.5358)
H (2.7994, -0.3590, 0.2184)
H (2.2849, -1.9668, -0.3111)
H (0.4507, -0.8016, -3.2141)
H (0.9378, -2.2166, -2.2650)
H (2.0704, 0.4212, -4.4656)
H (3.7628, -0.1184, -4.4870)
H (4.4140, -2.0403, -3.2420)
H (3.2082, -2.9305, -2.2873)
F (-5.0966, -1.3517, -1.6065)
C (-3.9969, -1.9013, -1.0803)
F (-3.9250, -1.5330, 0.1992)
F (-4.1218, -3.2262, -1.1450)
S (-2.5040, -1.3331, -1.9876)
O (-2.7158, -1.7233, -3.3438)
O (-2.4662, 0.0961, -1.6838)
O (-1.4001, -1.9889, -1.2708)

Output
HOMO   -4.0158 eV
Lowest unoccupied orbital energy   0.0688 Eh
Net charge   -1
Kohn-Sham gap   5.888 eV

=====

Going by the computed energies, the most stable comes first: B, A.

=====

A:
Below is C10H13NOS in the gas phase, with properties calculated with ωB97M-V/def2-TZVPD.

Cartesian coordinates (Å):
C (-3.5468, -0.8155, 1.0019)
C (-2.7141, 0.1507, 0.5228)
C (-1.3914, -0.3368, 0.2790)
C (-1.2575, -1.6611, 0.5618)
S (-2.7269, -2.3368, 1.1497)
C (0.0203, -2.4416, 0.4224)
C (1.1828, -1.4581, 0.4102)
C (0.9706, -0.3319, -0.6146)
N (2.1447, 0.5480, -0.6012)
C (1.8118, 1.9037, -0.9999)
C (0.8961, 2.5070, 0.0688)
O (0.0298, 1.5306, 0.6359)
C (-0.2777, 0.4909, -0.2913)
H (-4.5824, -0.7119, 1.2895)
H (-3.0515, 1.1756, 0.3743)
H (0.1316, -3.1871, 1.2527)
H (-0.0065, -3.0118, -0.5048)
H (2.1373, -1.9738, 0.1687)
H (1.3166, -0.9944, 1.3887)
H (0.8310, -0.8097, -1.6115)
H (2.8872, 0.1282, -1.1874)
H (1.3448, 1.9860, -1.9809)
H (2.7318, 2.5072, -1.0699)
H (0.2916, 3.3326, -0.3466)
H (1.4825, 2.8734, 0.8974)
H (-0.6557, 0.9367, -1.2158)

Output
HOMO   -8.6521 eV
Lowest unoccupied orbital energy   0.0327 Eh
Structure (SMILES)   c1cc2c(s1)CC[C@@H]1NCCO[C@H]21
Kohn-Sham gap   9.543 eV

=====

B:
Below is C10H13NOS in the gas phase, with properties calculated with ωB97M-V/def2-TZVPD.

Cartesian coordinates (Å):
C (3.1608, 0.2588, -1.0032)
C (2.8935, -1.0870, -0.9123)
C (2.2973, 1.0873, -0.2465)
C (1.8623, -1.7008, -0.2465)
C (1.1577, 0.5699, 0.3228)
C (0.8700, -0.7975, 0.2318)
C (0.0544, 1.4512, 0.9822)
C (-1.5072, 0.1879, 0.5171)
C (-2.9547, -0.8093, -1.2219)
C (-2.0027, 0.3054, -0.9225)
N (0.2088, 1.6067, 2.3869)
O (-0.3205, -1.2702, 2.3907)
S (-0.5956, -1.3652, 0.9543)
H (4.0979, 0.5188, -1.4253)
H (3.5983, -1.8646, -1.2093)
H (2.3370, 2.1462, -0.2364)
H (1.5049, -2.6810, -0.4516)
H (-0.0518, 2.2439, 0.2863)
H (-2.4369, 0.1286, 1.1862)
H (-2.5651, -1.7055, -1.2484)
H (-3.3092, -0.7277, -2.2995)
H (-3.7976, -0.7817, -0.5748)
H (-2.6532, 1.1272, -1.1731)
H (-1.3716, 0.2986, -1.7318)
H (-0.5869, 2.1498, 2.7323)
H (0.1102, 0.7105, 2.9124)

Output
HOMO   -8.1893 eV
Lowest unoccupied orbital energy   0.0181 Eh
Kohn-Sham gap   8.681 eV

=====

Going by the computed energies, the most stable comes first: A, B.

=====

A:
Below is 2 unconnected molecules or ions with the total composition C3H7O, with properties calculated with ωB97M-V/def2-TZVPD.

Cartesian coordinates (Å):
O (1.8419, 2.1408, 0.1239)
H (1.1390, 1.5681, -0.2384)
C (-0.1686, -1.6999, -0.7995)
C (-0.6574, -0.4419, -0.5073)
C (-0.7479, 0.1635, 0.7576)
H (-0.1872, -2.1105, -1.7950)
H (1.5931, 2.0604, 1.0511)
H (0.1945, -2.2425, 0.0655)
H (-1.2324, 0.0673, -1.2854)
H (-1.5535, 0.8153, 1.0633)
H (-0.2216, -0.3207, 1.5642)

Output
HOMO   -1.0724 eV
Lowest unoccupied orbital energy   0.1790 Eh
Net charge   -1
Kohn-Sham gap   5.943 eV

=====

B:
Below is 2 unconnected molecules or ions with the total composition C3H7O, with properties calculated with ωB97M-V/def2-TZVPD.

Cartesian coordinates (Å):
C (1.3852, 0.7394, 0.2914)
O (0.6100, 0.6165, 1.2998)
C (2.6100, 0.1234, 0.0964)
C (-2.4335, -0.5926, -0.2802)
H (1.2043, 1.6077, -0.3601)
H (2.9313, -0.5986, 0.8429)
H (3.3062, 0.5564, -0.6136)
H (-3.2705, -1.0469, 0.2411)
H (-2.7451, 0.0360, -1.1181)
H (-1.7361, -0.0407, 0.3491)
H (-1.8617, -1.4007, -0.7488)

Output
HOMO   -1.9879 eV
Lowest unoccupied orbital energy   0.1570 Eh
Net charge   -1
Kohn-Sham gap   6.259 eV

=====

Going by the computed energies, the most stable comes first: B, A.

=====

A:
Below is 6 unconnected molecules or ions with the total composition C12H39N3O6, with properties calculated with ωB97M-V/def2-TZVPD.

Cartesian coordinates (Å):
C (2.9292, 3.2652, -0.4745)
O (3.0627, 2.6362, -1.7175)
C (1.8943, 1.9267, -2.0844)
C (2.1268, 1.3537, -3.4598)
C (2.1530, 2.4472, -4.5660)
N (1.0829, 0.3474, -3.7821)
H (2.6085, 2.5684, 0.3068)
H (2.2330, 4.1146, -0.5032)
H (3.8780, 3.7195, -0.1867)
H (1.7655, 1.0614, -1.4142)
H (0.9792, 2.5185, -1.9510)
H (3.1156, 0.8895, -3.4575)
H (2.0603, 1.9665, -5.5396)
H (3.1353, 2.9244, -4.5495)
H (1.3518, 3.1678, -4.4023)
H (0.8616, 0.4691, -4.7631)
H (0.2083, 0.6669, -3.3464)
C (-3.0497, -4.3205, 3.0884)
O (-2.5030, -3.0542, 3.4161)
C (-1.4373, -2.6757, 2.5818)
C (-0.1875, -3.5271, 2.7200)
C (0.4142, -3.4493, 4.1256)
N (0.8163, -2.9468, 1.7849)
H (-4.1301, -4.2627, 3.2315)
H (-2.6521, -5.0892, 3.7525)
H (-2.9005, -4.5530, 2.0307)
H (-1.7776, -2.5890, 1.5378)
H (-1.1565, -1.6318, 2.7561)
H (-0.3658, -4.5680, 2.4358)
H (0.6414, -2.3993, 4.3458)
H (1.3400, -4.0108, 4.2310)
H (-0.2938, -3.6565, 4.9299)
H (0.5167, -3.2675, 0.8679)
H (1.7153, -3.3912, 1.9380)
C (-0.9617, 3.4353, 0.6862)
O (-1.5413, 2.8989, -0.4735)
C (-1.4853, 1.4935, -0.5631)
C (-2.3705, 1.0146, -1.6948)
C (-2.6089, -0.4871, -1.5605)
N (-1.7903, 1.3591, -3.0078)
H (-0.2024, 2.7703, 1.1120)
H (-1.6892, 3.6377, 1.4790)
H (-0.4496, 4.3626, 0.4298)
H (-0.4919, 1.0612, -0.7276)
H (-1.8369, 1.0231, 0.3626)
H (-3.3181, 1.5605, -1.5913)
H (-1.6545, -0.9804, -1.3839)
H (-3.2326, -0.8815, -2.3610)
H (-3.2554, -0.6184, -0.6854)
H (-2.5628, 1.4201, -3.6662)
H (-1.4819, 2.3308, -2.9544)
O (2.5149, -1.9183, -0.7208)
H (2.1265, -1.2593, -0.0987)
H (1.7799, -2.4680, -0.9994)
O (1.0698, -0.2018, 0.9753)
H (0.9858, 0.3554, 1.7736)
H (0.7786, -1.0984, 1.2950)
O (0.3720, 1.1757, 3.3018)
H (1.1556, 1.4934, 3.7690)
H (-0.2860, 1.8708, 3.4214)

Output
HOMO   -8.4848 eV
Lowest unoccupied orbital energy   0.0052 Eh
Structure (SMILES)   COC[C@H](C)N.COC[C@H](C)N.COC[C@H](C)N.O.O.O
Kohn-Sham gap   8.626 eV

=====

B:
Below is 6 unconnected molecules or ions with the total composition C12H39N3O6, with properties calculated with ωB97M-V/def2-TZVPD.

Cartesian coordinates (Å):
C (12.8762, 10.2825, 11.1582)
O (12.3426, 9.1990, 10.4313)
C (12.4049, 9.3844, 9.0010)
C (11.3707, 10.4173, 8.5805)
C (9.8869, 9.9602, 8.9897)
N (11.4791, 10.7435, 7.1707)
H (12.2024, 11.1427, 11.0170)
H (13.8251, 10.5487, 10.6809)
H (13.0314, 9.9625, 12.1935)
H (13.4139, 9.7603, 8.7564)
H (12.1334, 8.5089, 8.4648)
H (11.5271, 11.3419, 9.1831)
H (9.7629, 8.8827, 8.8697)
H (9.2601, 10.5845, 8.3739)
H (9.6925, 10.2279, 10.0402)
H (11.3452, 9.8863, 6.6174)
H (10.5911, 11.2715, 6.9580)
C (5.3796, 4.8949, 7.6669)
O (6.3439, 5.8912, 7.6096)
C (6.0096, 6.9180, 6.6708)
C (7.3354, 7.6718, 6.5235)
C (7.2739, 8.8850, 5.5767)
N (8.4938, 6.8216, 6.0835)
H (5.1243, 4.5061, 6.6456)
H (4.4695, 5.1965, 8.1562)
H (5.7666, 4.0878, 8.2665)
H (5.7001, 6.4569, 5.7246)
H (5.3376, 7.6952, 7.0792)
H (7.5602, 8.1804, 7.4634)
H (6.4877, 9.5301, 5.8027)
H (7.0811, 8.5830, 4.5086)
H (8.1703, 9.4458, 5.7136)
H (8.4620, 6.0621, 6.7796)
H (8.2252, 6.4313, 5.1814)
C (9.0439, 6.0757, 13.8093)
O (10.0559, 5.3771, 13.0367)
C (10.9507, 6.3803, 12.3882)
C (11.9251, 5.5201, 11.6412)
C (12.9799, 4.9760, 12.6094)
N (12.4878, 6.2150, 10.4700)
H (8.1746, 5.5207, 14.0084)
H (8.8118, 6.9896, 13.2897)
H (9.3527, 6.2644, 14.8909)
H (10.2948, 6.8302, 11.6546)
H (11.4875, 6.9805, 13.1366)
H (11.4632, 4.6045, 11.3204)
H (13.5763, 5.7367, 13.0464)
H (13.7399, 4.3165, 12.1258)
H (12.4505, 4.5175, 13.4770)
H (12.8017, 7.0639, 10.8774)
H (13.2668, 5.6370, 10.1999)
O (11.0107, 5.6080, 8.1889)
H (10.1255, 6.0325, 8.3386)
H (11.3931, 5.9979, 9.0378)
O (8.1769, 6.3316, 9.8225)
H (8.4974, 5.4785, 9.9308)
H (7.5440, 6.2833, 9.1035)
O (11.1702, 7.7613, 5.9485)
H (10.2058, 7.4216, 5.9796)
H (11.5838, 7.2144, 6.6512)

Output
HOMO   -8.8359 eV
Lowest unoccupied orbital energy   0.0208 Eh
Structure (SMILES)   COC[C@H](C)N.COC[C@H](C)N.COC[C@H](C)N.O.O.O
Kohn-Sham gap   9.403 eV

=====

Going by the computed energies, the most stable comes first: A, B.

=====

A:
Below is C3H4Br2O in the gas phase, with properties calculated with ωB97M-V/def2-TZVPD.

Cartesian coordinates (Å):
C (-0.3160, -1.2547, -0.1162)
C (-0.4841, 0.2508, 0.1225)
Br (-2.2064, 1.0900, -0.3009)
O (0.1335, 0.7801, 1.2479)
C (0.6466, 1.1887, 0.0627)
Br (2.3355, 0.4869, -0.3906)
H (-1.1625, -1.8638, -0.4215)
H (-0.0103, -1.6644, 0.8452)
H (0.5325, -1.2852, -0.9080)
H (0.5312, 2.2716, -0.1411)

Output
HOMO   -10.1924 eV
Lowest unoccupied orbital energy   0.0277 Eh
Structure (SMILES)   C[C@@]1(Br)O[C@H]1Br
Kohn-Sham gap   10.945 eV

=====

B:
Below is 2 unconnected molecules or ions with the total composition C3H4Br2O, with properties calculated with ωB97M-V/def2-TZVPD.

Cartesian coordinates (Å):
C (-2.3996, -0.1523, -0.0575)
C (1.6705, 0.5938, 0.1524)
C (1.4216, -0.7787, 0.6323)
O (-1.9643, -0.1905, 1.0342)
Br (2.3055, -2.0752, -0.3556)
Br (-4.2890, -0.0977, -0.4243)
H (-1.8306, -0.1429, -0.9902)
H (1.0570, 0.7279, -0.7447)
H (2.6985, 0.8068, -0.1471)
H (1.3304, 1.3088, 0.9005)

Output
HOMO   -8.6951 eV
Lowest unoccupied orbital energy   -0.0235 Eh
Kohn-Sham gap   8.055 eV

=====

Going by the computed energies, the most stable comes first: A, B.